ORCA calculation (the ωB97M-V functional and the def2-TZVPD basis) on a 6-piece molecular cluster, C24H32F3N2O3 overall at a distorted geometry.

Geometry (Å):
C 2.4421 -1.5426 2.5586
C 1.6922 -0.7155 3.5464
O 2.1583 -0.2844 4.7331
N 0.2296 -0.2478 3.1002
H 0.3551 -0.2128 2.0027
H -0.2909 -1.0070 3.6386
C -0.1638 0.9714 3.7940
H 2.8537 -0.8570 1.7670
H 1.6877 -2.0207 1.8346
H 3.2159 -1.8266 3.2278
H -0.4600 0.6661 4.7229
H -1.0953 1.3699 3.4422
H 0.6532 1.6706 3.8055
C -3.4184 -1.1002 0.6262
C -2.8266 -2.5141 0.9246
O -3.3722 -3.6021 0.7476
N -1.3779 -2.5454 1.2849
H -0.8635 -1.7389 0.8894
H -1.3263 -2.6626 2.4034
C -0.7730 -3.9676 1.2865
H -4.4705 -0.8303 1.2105
H -3.6676 -1.0617 -0.3892
H -2.7818 -0.1336 0.4217
H -1.1892 -4.7604 1.9634
H 0.3371 -3.8518 1.6992
H -0.8059 -4.1682 0.2238
O 0.1057 -0.5750 0.5495
H 0.6645 -0.3372 -0.0995
F -2.2322 1.8550 -4.5514
C -2.2210 0.5438 -4.1010
C -1.6000 0.1735 -2.8877
C -1.5411 -1.2058 -2.4437
C -2.2337 -2.1304 -3.3092
C -3.0120 -1.7614 -4.3611
C -2.8623 -0.4267 -4.8165
H -1.2956 0.9786 -2.3185
H -1.0063 -1.4864 -1.5106
H -2.3981 -3.2320 -2.9328
H -3.5614 -2.2393 -4.9824
H -3.3828 -0.1335 -5.8285
F -1.6636 5.6883 -1.4557
C -1.9890 4.7624 -0.5497
C -2.7846 5.0379 0.4586
C -3.3288 3.9758 1.2562
C -2.7370 2.7662 1.1813
C -1.8283 2.4437 0.2522
C -1.4480 3.4189 -0.6369
H -3.2959 6.0592 0.5282
H -4.0820 4.2981 1.9738
H -3.0362 1.8442 1.7126
H -1.4753 1.3697 0.0665
H -0.7792 3.1315 -1.3717
F 8.3630 -0.2215 -1.1326
C 7.0178 0.0300 -1.3254
C 6.3401 -0.7284 -2.1555
C 4.9767 -0.5671 -2.2210
C 4.2892 0.3088 -1.2881
C 5.0118 1.1316 -0.4017
C 6.4584 0.9230 -0.4702
H 6.5742 -1.4655 -2.7797
H 4.5190 -1.0206 -2.8286
H 3.2281 0.4982 -1.2345
H 4.4443 1.8825 0.1913
H 7.0596 1.3833 0.3585

Relative energy (zero: lowest compared OMol25 entry of this formula, charge and spin) (kcal/mol): 45.79
Electronic energy (eV): -42666.045
Frontier orbital gap (hartree): 0.2694
Charge: +1
Multiplicity: 1
LUMO energy (eV): -4.006
F_max (eV/Å): 13.76

---

ORCA calculation (the ωB97M-V functional and the def2-TZVPD basis) on C24H32F6IN4O4RhSb as an isolated structure.

Geometry (Å):
Rh 0.0345 0.1853 0.3043
C -3.5493 -2.5161 2.1532
C -3.8382 -1.0609 2.1214
N -5.0583 -0.6342 2.3515
C -5.2920 0.6781 2.3265
C -4.3085 1.6791 2.1339
C -4.7317 3.1237 2.2015
O -4.1403 3.8181 1.1141
C -3.0156 1.2831 1.8841
C -1.9378 2.2721 1.8251
N -0.7734 2.0626 1.3504
C 0.1562 3.1382 1.3975
C -0.2122 4.4368 1.0659
C 0.7331 5.4512 1.0885
C 2.0477 5.1761 1.4369
C 2.4291 3.8798 1.7605
C 1.4792 2.8761 1.7309
I 2.0373 0.9063 2.1619
C -2.7466 -0.1322 1.8028
O -1.6365 -0.6209 1.4872
H -4.4514 -3.0614 2.4122
H -2.7626 -2.7276 2.8808
H -3.1757 -2.8479 1.1819
H -6.3232 0.9754 2.4831
H -4.4191 3.5501 3.1634
H -5.8213 3.1734 2.1620
H -4.5899 4.6623 0.9971
H -2.1617 3.2419 2.2630
H -1.2306 4.6391 0.7565
H 0.4430 6.4580 0.8209
H 2.7862 5.9658 1.4477
H 3.4552 3.6598 2.0216
C 0.6096 1.3342 -3.6019
C 1.2956 2.6265 -3.1587
C 1.2742 2.5274 -1.6436
O 0.0892 1.7156 -1.3257
C -0.4766 1.1862 -2.5566
H 1.3141 0.5034 -3.5573
H 0.1995 1.3971 -4.6079
H 0.7300 3.4950 -3.4976
H 2.3129 2.7082 -3.5354
H 1.1478 3.4856 -1.1450
H 2.1494 2.0163 -1.2487
H -1.3645 1.7742 -2.7953
H -0.7815 0.1521 -2.3672
F 1.8248 -0.4119 -1.1204
Sb 3.7485 -0.8380 -1.2010
F 3.6830 -0.1413 -2.9354
F 4.0909 0.8473 -0.4590
F 5.5206 -1.3760 -1.2543
F 3.4598 -1.5825 0.5261
F 3.1519 -2.5213 -1.8855
C 1.2811 -3.1075 1.9172
N 1.3547 -3.6302 0.5545
C 2.3052 -4.7277 0.3226
C 1.7507 -5.6617 -0.7302
C 1.4835 -4.8760 -1.9929
N 0.8324 -3.6140 -1.7196
C 0.3415 -2.8319 -2.8232
C 0.6584 -3.0482 -0.4122
O -0.1178 -2.0992 -0.3042
H 0.7152 -3.8060 2.5350
H 0.7930 -2.1389 1.9248
H 2.2953 -3.0149 2.3003
H 2.4323 -5.2429 1.2718
H 3.2641 -4.2919 0.0313
H 0.8349 -6.1332 -0.3690
H 2.4666 -6.4524 -0.9474
H 0.8648 -5.4083 -2.7211
H 2.4162 -4.6035 -2.5089
H -0.7537 -2.8340 -2.7936
H 0.6961 -3.2640 -3.7533
H 0.6807 -1.8028 -2.7000

Relative energy (zero: lowest compared OMol25 entry of this formula, charge and spin) (kcal/mol): 0.16
Electronic energy (eV): -73495.827
Frontier orbital gap (spin up / spin down) (hartree): 0.3034 / 0.1877
Charge: +2
Multiplicity: 6
LUMO energy (spin up / spin down) (eV): -5.882 / -9.082
F_max (eV/Å): 0.11